# C2H3NO

C2H3NO in the gas phase at a distorted geometry (ωB97M-V/def2-TZVPD, the Open Molecules 2025 dataset).

The orbital gap is 10.364 eV. Its energy above the lowest of the compared OMol25 structures with the same formula, charge and spin is 86.9 kJ/mol. The structure (SMILES) is C=NC=O. As for the HOMO energy: -10.24 eV.

Atoms and positions in Å:
1 C -0.758350 -0.675026 0.420017
2 N -0.357350 0.514694 0.444175
3 C 0.723783 0.784173 -0.375512
4 O 1.575940 -0.040137 -0.541191
5 H -1.520565 -0.982811 1.123395
6 H -0.409227 -1.412049 -0.306084
7 H 0.745768 1.811156 -0.764800

Atoms 1-2, force components in eV/Å:
C -0.7488 -0.5377 -0.0689
N -0.5867 0.4784 0.7443

# C25H29IN5O3SV

A molecular structure, C25H29IN5O3SV (ωB97M-V/def2-TZVPD, the Open Molecules 2025 dataset).

The orbital gap (alpha / beta) is 6.373 / 7.092 eV. As for the total charge: +1. Its energy above the lowest of the compared OMol25 structures with the same formula, charge and spin is 45.5 kJ/mol. As for the HOMO energy (alpha / beta): -9.21 / -9.92 eV. As for the multiplicity: 4.

Atoms and positions in Å:
1 V -0.113613 -0.451771 -0.045742
2 O 1.476495 0.241334 8.036289
3 C 0.430665 0.109731 7.189949
4 O -0.689584 0.133729 7.619868
5 C 0.736354 -0.025653 5.738752
6 C 1.943338 0.331511 5.151601
7 C 2.140829 0.232006 3.782614
8 C 1.120119 -0.246409 2.943415
9 C -0.088152 -0.630770 3.558897
10 C -0.279492 -0.512939 4.912233
11 N 1.194756 -0.353856 1.585696
12 C 2.364679 -0.092023 0.905545
13 C 2.720548 -0.212718 -1.551577
14 C 4.098037 -0.075820 -1.601502
15 C 4.649805 0.261687 -2.825875
16 C 3.818464 0.427498 -3.923593
17 C 2.457524 0.241758 -3.750274
18 N 1.908676 -0.067861 -2.575461
19 H 2.308976 0.080202 7.577728
20 H 2.751527 0.742111 5.747605
21 H 3.089157 0.553352 3.374098
22 H -0.848571 -1.065431 2.923400
23 H -1.213924 -0.805481 5.373623
24 H 3.276178 -0.567480 1.290482
25 H 4.715978 -0.252236 -0.732610
26 H 5.720906 0.379022 -2.922242
27 H 4.215756 0.683497 -4.894936
28 H 1.771976 0.342296 -4.582616
29 O 2.052166 -0.582958 -0.405869
30 N 2.748578 1.384495 0.793957
31 C 4.005127 1.704738 1.212081
32 C 4.462034 2.979732 1.244655
33 C 3.587256 4.001141 0.830675
34 C 2.330973 3.681679 0.411382
35 C 1.869571 2.341815 0.376497
36 S 0.297402 2.037367 -0.199608
37 H 4.616237 0.869199 1.524712
38 H 5.465236 3.185223 1.585131
39 H 3.909053 5.033728 0.845516
40 H 1.636107 4.440406 0.083320
41 C -4.206866 1.102337 1.359724
42 C -2.680794 1.107229 1.138886
43 N -2.288508 -0.114013 0.410759
44 C -2.925340 -1.267728 1.086627
45 C -4.426637 -1.279701 0.781586
46 N -4.797761 0.123553 0.381035
47 C -4.263417 0.399934 -0.994242
48 C -2.783411 -0.018082 -0.982517
49 H -4.656619 2.076287 1.178124
50 H -4.487057 0.762933 2.355467
51 H -2.156023 1.141404 2.092968
52 H -2.366118 1.974095 0.560826
53 H -2.747132 -1.163669 2.154983
54 H -2.470595 -2.192411 0.743464
55 H -5.029342 -1.560170 1.642922
56 H -4.663062 -1.933191 -0.058255
57 H -5.810962 0.219408 0.375552
58 H -4.408335 1.461399 -1.189066
59 H -4.845898 -0.179703 -1.707713
60 H -2.186747 0.720595 -1.522158
61 H -2.652644 -0.992135 -1.456057
62 I -1.879445 -3.597761 -1.597652
63 C -0.294718 -2.603917 -0.459169
64 H -0.254933 -3.219591 0.443802
65 H 0.578716 -2.888655 -1.051316

Atoms 1-2, force components in eV/Å:
V 0.1609 -0.1178 -0.1538
O 0.0230 -0.0455 0.0014

# C21H55AlN3O4

A molecular structure, C21H55AlN3O4 (ωB97M-V/def2-TZVPD, the Open Molecules 2025 dataset).

The orbital gap is 7.006 eV. As for the total charge: -1. As for the HOMO energy: -4.64 eV.

Atoms and positions in Å:
1 C 2.761112 0.481603 0.554804
2 C 2.537097 0.518920 -0.954004
3 C 1.367997 1.416825 -1.408793
4 C 1.137231 2.672664 -0.559635
5 C 0.483016 3.822855 -1.338689
6 C -1.043124 3.985033 -1.126352
7 C -1.780700 2.725786 -0.659775
8 C -3.205848 2.644917 -1.226102
9 C -4.084502 1.679468 -0.433678
10 Al -3.772095 -0.260018 -0.969404
11 O -1.995784 -0.636836 -0.634671
12 H 1.844097 0.231823 1.073419
13 H 3.158367 1.440691 0.873077
14 H 3.526357 -0.258722 0.770524
15 H 3.454036 0.806900 -1.461974
16 H 2.318135 -0.495896 -1.280072
17 H 1.592809 1.765759 -2.413178
18 H 0.474503 0.801831 -1.490102
19 H 0.579438 2.446500 0.342803
20 H 2.116606 3.017730 -0.235201
21 H 0.685062 3.741916 -2.402096
22 H 0.962200 4.746580 -1.015338
23 H -1.479433 4.271329 -2.082453
24 H -1.260079 4.813281 -0.459081
25 H -1.260705 1.823148 -0.958050
26 H -1.890823 2.755894 0.421531
27 H -3.134772 2.322428 -2.263313
28 H -3.621509 3.658428 -1.210699
29 H -5.126595 1.890631 -0.686155
30 H -3.986026 1.828076 0.643505
31 H -4.700572 -1.254664 -0.099685
32 H -4.120075 -0.440286 -2.543815
33 H -1.792786 -0.166730 0.195183
34 C 5.967214 5.254136 3.813313
35 C 4.652809 4.480311 3.797802
36 C 4.563145 3.430807 2.680971
37 O 4.305840 3.956739 1.394417
38 C 5.436622 4.419449 0.683812
39 N 3.539532 5.432495 3.759527
40 H 6.008907 5.999472 3.019278
41 H 6.078459 5.785194 4.758675
42 H 6.821775 4.583745 3.699192
43 H 4.585735 3.933461 4.743204
44 H 3.714283 2.777182 2.898002
45 H 5.458881 2.795391 2.660705
46 H 6.318717 3.806081 0.891345
47 H 5.655956 5.465561 0.913469
48 H 5.205416 4.348500 -0.378933
49 H 2.662974 4.928231 3.859803
50 H 3.498338 5.821353 2.820831
51 C -1.632542 -4.387409 3.556706
52 C -1.753599 -3.401107 2.397399
53 C -3.176046 -2.871907 2.166499
54 O -4.046491 -3.796144 1.541099
55 C -4.672310 -4.717298 2.402455
56 N -1.186567 -4.001686 1.187891
57 H -2.023692 -5.371083 3.295543
58 H -0.584766 -4.520892 3.830041
59 H -2.169443 -4.028503 4.438297
60 H -1.136839 -2.531585 2.644367
61 H -3.100564 -2.025803 1.482021
62 H -3.623703 -2.501814 3.100246
63 H -4.904960 -4.267011 3.373501
64 H -4.061311 -5.613281 2.554903
65 H -5.607029 -5.024536 1.930503
66 H -1.160288 -3.292205 0.456338
67 H -1.854485 -4.690321 0.850006
68 C -0.555203 -5.046620 -2.459633
69 C -1.214489 -3.676597 -2.598936
70 C -2.162272 -3.563894 -3.802857
71 O -1.506754 -3.423635 -5.057272
72 C -1.076825 -4.627944 -5.649981
73 N -0.178143 -2.643551 -2.604224
74 H 0.245973 -5.190778 -3.185954
75 H -0.113196 -5.147390 -1.467653
76 H -1.284061 -5.851240 -2.588261
77 H -1.823004 -3.515377 -1.704804
78 H -2.758833 -2.657757 -3.677965
79 H -2.864894 -4.407865 -3.838999
80 H -1.772129 -5.448075 -5.443314
81 H -0.074473 -4.909176 -5.314208
82 H -1.037863 -4.469187 -6.729220
83 H -0.620069 -1.727760 -2.547259
84 H 0.273635 -2.666544 -3.515213

Atoms 1-2, force components in eV/Å:
C 0.4660 0.1065 -0.6457
C -0.5532 -0.1725 0.0871

# C5H8N2O

2 unconnected molecules or ions with the total composition C5H8N2O (ωB97M-V/def2-TZVPD, the Open Molecules 2025 dataset).

The orbital gap is 9.931 eV. Its energy above the lowest of the compared OMol25 structures with the same formula, charge and spin is 132.8 kJ/mol. The structure (SMILES) is [H]/N=C(/C)C=O.CC#N. As for the HOMO energy: -9.78 eV.

Atoms and positions in Å:
1 H 2.572957 -1.056715 -1.638923
2 N 2.609364 -0.878670 -0.635883
3 C 1.693659 -0.136616 -0.188090
4 C 1.612172 0.185121 1.263120
5 C 0.665726 0.504791 -1.069448
6 O -0.019715 1.445043 -0.760983
7 H 0.770271 -0.357946 1.691213
8 H 2.525395 -0.115831 1.765705
9 H 1.429180 1.249474 1.395544
10 H 0.625173 0.072578 -2.090103
11 C -2.740000 0.201239 0.128944
12 C -1.808762 -0.859320 -0.111182
13 N -1.031847 -1.675272 -0.310490
14 H -3.586950 0.111659 -0.549650
15 H -2.226748 1.148131 -0.049294
16 H -3.089875 0.162333 1.159520

Atoms 1-2, force components in eV/Å:
H -0.3070 0.1697 -0.1047
N 0.3571 -0.2437 -0.0522

# C4H12O

2 unconnected molecules or ions with the total composition C4H12O at a distorted geometry (ωB97M-V/def2-TZVPD, the Open Molecules 2025 dataset).

The orbital gap is 11.068 eV. Its energy above the lowest of the compared OMol25 structures with the same formula, charge and spin is 153.0 kJ/mol. The structure (SMILES) is CCO.CC. As for the HOMO energy: -10.12 eV.

Atoms and positions in Å:
1 C 2.080483 1.895583 0.934472
2 C 1.135862 0.712750 0.711848
3 O 0.038423 1.218846 -0.178428
4 H 1.513114 2.709183 1.370930
5 H 2.750570 2.303763 0.184861
6 H 2.801217 1.434337 1.654983
7 H 1.656635 -0.093920 0.107669
8 H 0.595026 0.472905 1.699046
9 H -0.660178 1.754117 0.227156
10 C -2.072361 -2.205297 -1.199100
11 C -1.046186 -1.575274 -0.290884
12 H -1.827294 -3.253329 -1.559652
13 H -3.156308 -2.322046 -0.842278
14 H -2.218060 -1.501245 -2.143657
15 H -0.818799 -2.380484 0.438875
16 H -1.306950 -0.649455 0.241018
17 H -0.223144 -1.191173 -0.889544

Atoms 1-2, force components in eV/Å:
C 0.9127 -1.4705 1.7130
C -1.8890 2.0071 -1.2283

# C4H5NO

C4H5NO in the gas phase at a distorted geometry (ωB97M-V/def2-TZVPD, the Open Molecules 2025 dataset).

The orbital gap is 8.932 eV. Its energy above the lowest of the compared OMol25 structures with the same formula, charge and spin is 299.9 kJ/mol. As for the HOMO energy: -8.84 eV.

Atoms and positions in Å:
1 C -1.655445 -0.429682 -0.034657
2 C -0.448818 0.335266 0.130024
3 C 0.465712 1.110467 0.649923
4 N 1.727985 0.546005 0.528786
5 C 1.803701 -0.346356 -0.408227
6 O 0.794025 -0.696240 -1.098691
7 H -1.759799 -1.237845 0.698391
8 H -2.514872 0.232795 0.041655
9 H -1.594919 -0.828402 -1.042586
10 H 0.393272 2.112420 1.080877
11 H 2.789158 -0.798431 -0.545499

Atoms 1-2, force components in eV/Å:
C -0.3178 -0.0005 -0.2148
C 0.7943 -0.4260 -1.6755